Below is a 5-piece molecular cluster, C5H22N2O4 overall, with properties calculated with ωB97M-V with the def2-TZVPD basis set.

Structure (XYZ):
```
33
Properties=species:S:1:pos:R:3
C 0.25930 1.96451 -2.35919
C 0.94744 0.94441 -1.46624
C 0.02333 0.46309 -0.35089
C -0.14685 1.42705 0.81371
C -1.38120 1.66809 2.89038
N -1.36548 1.09673 1.55269
N 1.36363 -0.25496 -2.21372
H -0.55488 1.49709 -2.91705
H 0.94693 2.38153 -3.09009
H -0.14706 2.79078 -1.77853
H 1.85668 1.37263 -1.02294
H -0.95242 0.25427 -0.78081
H 0.38754 -0.48913 0.02731
H 0.68117 1.32312 1.51858
H -0.12509 2.47125 0.47651
H -2.37825 1.60071 3.30830
H -0.70006 1.10018 3.52165
H -1.07630 2.72833 2.91718
H -2.16232 1.42483 1.02875
H 0.55289 -0.82240 -2.40101
H 1.79919 -0.01807 -3.09657
H 1.12224 -3.82435 1.49895
H 1.58956 -2.44912 0.90701
O 0.99755 -2.87723 1.58534
H -1.61451 -1.90585 -0.50287
H -2.48833 -2.14972 -1.76283
O -1.63645 -1.81505 -1.47626
H -1.68493 -1.19700 1.77343
H -0.75373 -2.42366 1.42982
O -1.66006 -2.04836 1.29258
H 3.26485 -1.06982 0.06331
H 2.29433 -1.38317 -1.08022
O 2.74128 -1.78075 -0.30629
```

Results
Structure (SMILES) ... CNCC[C@H](C)N.O.O.O.O
E_HOMO ... -9.146 eV
Total energy ... -614.19440 hartree

In the natural (NBO) picture, each atom carries the following charge in e: number 1, C, carries -0.622; number 2, C, carries -0.043; number 3, C, carries -0.431; number 4, C, carries -0.214; number 5, C, carries -0.412; number 6, N, carries -0.636; number 7, N, carries -0.863; number 8, H, carries 0.211; number 9, H, carries 0.205; number 10, H, carries 0.208; number 11, H, carries 0.174; number 12, H, carries 0.231; number 13, H, carries 0.217; number 14, H, carries 0.186; number 15, H, carries 0.162; number 16, H, carries 0.202; number 17, H, carries 0.193; number 18, H, carries 0.164; number 19, H, carries 0.356; number 20, H, carries 0.389; number 21, H, carries 0.365; number 22, H, carries 0.477; number 23, H, carries 0.515; number 24, O, carries -0.994; number 25, H, carries 0.508; number 26, H, carries 0.469; number 27, O, carries -1.001; number 28, H, carries 0.495; number 29, H, carries 0.508; number 30, O, carries -1.007; number 31, H, carries 0.471; number 32, H, carries 0.507; number 33, O, carries -0.989

=====

Below is a 5-piece molecular cluster, C5H22N2O5 overall, with properties calculated with ωB97M-V with the def2-TZVPD basis set.

Structure (XYZ):
```
34
Properties=species:S:1:pos:R:3
N 1.60012 0.82731 1.72712
C 1.73104 -0.56191 1.21480
C 2.79815 -0.82007 0.13623
C 0.44410 -1.35636 1.13470
N -0.06851 -1.36277 -0.26794
C -1.47768 -0.99536 -0.41311
C -1.79520 -0.32862 -1.70783
O -1.11592 0.98753 -2.03539
H 1.06154 1.45011 1.14282
H 2.50052 1.16767 2.01692
H 2.32731 -0.95784 2.08677
H 3.61302 -1.46656 0.48762
H 2.47760 -0.91272 -0.89563
H 3.38504 0.12925 -0.00102
H -0.39566 -0.96122 1.74844
H 0.70813 -2.37865 1.43155
H 0.60782 -0.83211 -0.79302
H -1.98998 -1.94533 -0.32204
H -1.81362 -0.20266 0.32163
H -1.25718 -0.84610 -2.51411
H -2.82501 -0.01741 -1.86240
H -0.23124 0.91210 -1.65704
H -0.59091 2.88189 -1.09782
H 0.62533 3.59201 -0.81177
O 0.31299 2.67354 -0.73797
H 0.03919 -3.11563 -1.84061
H 1.38049 -3.53007 -2.34581
O 0.45000 -3.73923 -2.45457
H -1.79848 1.39455 2.73196
H -1.41452 0.75062 4.02392
O -1.92397 1.49254 3.67789
H -2.90975 2.97894 -1.30251
H -2.10140 2.09348 -0.31454
O -2.35337 2.99909 -0.50727
```

Results
Structure (SMILES) ... C[C@@H](N)CNCCO.O.O.O.O
E_HOMO ... -9.210 eV
Total energy ... -689.32628 hartree

In the natural (NBO) picture, each atom carries the following charge in e: number 1, N, carries -0.858; number 2, C, carries -0.076; number 3, C, carries -0.658; number 4, C, carries -0.220; number 5, N, carries -0.664; number 6, C, carries -0.254; number 7, C, carries -0.098; number 8, O, carries -0.763; number 9, H, carries 0.381; number 10, H, carries 0.364; number 11, H, carries 0.191; number 12, H, carries 0.229; number 13, H, carries 0.200; number 14, H, carries 0.226; number 15, H, carries 0.196; number 16, H, carries 0.199; number 17, H, carries 0.358; number 18, H, carries 0.222; number 19, H, carries 0.155; number 20, H, carries 0.195; number 21, H, carries 0.202; number 22, H, carries 0.476; number 23, H, carries 0.503; number 24, H, carries 0.473; number 25, O, carries -0.993; number 26, H, carries 0.478; number 27, H, carries 0.462; number 28, O, carries -0.946; number 29, H, carries 0.462; number 30, H, carries 0.467; number 31, O, carries -0.928; number 32, H, carries 0.481; number 33, H, carries 0.479; number 34, O, carries -0.942